1.
Here is a molecular structure, C29H40Br2N2OSbTa at a distorted geometry from the Open Molecules 2025 dataset. Energies are from ωB97M-V/def2-TZVPD.

Results
2S+1   1
F_max   0.12394 hartree/bohr
Frontier orbital gap   5.79 eV
Energy above the lowest of the compared OMol25 structures with the same formula, charge and spin   0.0 kcal/mol
Total charge   +2

XYZ file:
```
76
Properties=species:S:1:pos:R:3:lowdin_charge:R:1
Ta 0.387 0.468 -1.106 1.57
Br -3.503 -0.321 -4.513 0.93
C -2.097 0.857 -4.280 -0.61
C -2.233 2.027 -5.043 -0.15
C -1.289 3.014 -4.955 -0.67
Br -1.084 4.269 -6.248 0.97
C -0.288 2.974 -3.936 -0.18
C 0.324 4.182 -3.449 0.04
C 1.381 4.089 -2.571 -0.01
C 1.701 2.834 -2.093 -0.10
N 1.018 1.751 -2.410 -0.13
C -0.014 1.731 -3.389 -0.12
C -1.010 0.699 -3.427 -0.37
O -1.135 -0.154 -2.397 -0.26
H -3.078 2.134 -5.728 0.12
H -0.061 5.171 -3.721 0.13
H 2.021 4.960 -2.317 0.15
H 2.555 2.690 -1.435 0.14
C -2.486 2.255 3.337 -0.09
C -1.958 2.189 1.905 -0.67
C -3.075 2.033 0.888 -0.12
C -1.015 3.338 1.569 -0.16
Sb -0.572 0.386 1.583 1.50
C -1.980 -1.535 1.482 -0.61
C -2.901 -1.465 0.275 -0.12
C -2.761 -1.693 2.790 -0.08
C -1.000 -2.652 1.235 -0.14
C 0.908 -0.005 3.309 -0.65
C 1.938 1.054 3.036 -0.16
C 0.208 0.114 4.677 -0.08
C 1.576 -1.371 3.143 -0.10
H -3.366 2.864 3.381 0.09
H -1.749 2.668 4.026 0.08
H -2.810 1.308 3.752 0.07
H -3.677 2.935 0.958 0.10
H -3.757 1.171 1.088 0.08
H -2.672 1.949 -0.134 0.07
H -1.525 4.317 1.693 0.11
H -0.644 3.340 0.518 0.05
H -0.092 3.386 2.183 0.07
H -3.682 -0.679 0.431 0.07
H -3.496 -2.370 0.126 0.10
H -2.408 -1.242 -0.693 0.05
H -3.565 -0.920 2.848 0.09
H -2.113 -1.606 3.707 0.08
H -3.281 -2.643 2.842 0.10
H -0.162 -2.388 0.634 0.02
H -1.461 -3.536 0.802 0.10
H -0.604 -2.992 2.219 0.09
H 1.578 2.108 3.105 0.08
H 2.442 0.931 2.054 0.07
H 2.698 0.966 3.828 0.11
H -0.061 1.138 4.939 0.08
H 0.920 -0.215 5.425 0.09
H -0.707 -0.527 4.809 0.08
H 1.877 -1.631 2.121 0.07
H 0.945 -2.170 3.570 0.09
H 2.496 -1.389 3.704 0.09
C 0.248 -3.024 -2.658 -0.05
C 1.573 -3.162 -1.967 -0.18
C 2.127 -4.444 -2.038 -0.05
C 3.449 -4.649 -1.722 -0.03
C 4.222 -3.574 -1.208 -0.02
C 3.673 -2.293 -1.076 -0.20
C 4.520 -1.052 -0.851 -0.05
C 2.271 -2.050 -1.317 -0.27
N 1.652 -0.855 -1.048 -0.13
H -0.007 -4.005 -3.095 0.09
H 0.251 -2.316 -3.468 0.07
H -0.582 -2.697 -1.961 0.08
H 1.569 -5.235 -2.487 0.11
H 3.965 -5.629 -1.851 0.13
H 5.269 -3.706 -1.002 0.11
H 5.621 -1.225 -0.763 0.10
H 4.195 -0.546 0.059 0.06
H 4.382 -0.337 -1.695 0.09
```

***

2.
Here is a molecular structure, C29H40BrN3ORhSb from the Open Molecules 2025 dataset. Energies are from ωB97M-V/def2-TZVPD.

Results
2S+1   1
F_max   0.00314 hartree/bohr
Frontier orbital gap   6.95 eV
Energy above the lowest of the compared OMol25 structures with the same formula, charge and spin   0.0 kcal/mol

XYZ file:
```
76
Properties=species:S:1:pos:R:3:lowdin_charge:R:1
Rh -0.305 0.963 1.003 0.63
Br 6.607 5.979 6.218 0.72
C 6.264 4.121 6.066 -0.70
C 7.303 3.259 5.760 -0.13
C 7.047 1.900 5.660 -0.04
C 5.756 1.418 5.825 -0.30
C 4.726 2.292 6.158 -0.03
C 4.979 3.647 6.281 -0.12
N 5.560 -0.004 5.812 0.07
N 4.713 -0.551 5.091 0.07
C 3.969 0.140 4.094 -0.24
C 4.490 1.074 3.223 -0.02
C 3.736 1.634 2.192 0.01
C 2.400 1.284 1.999 -0.37
O 1.640 1.807 1.102 -0.24
C 1.864 0.272 2.874 -0.13
N 0.565 -0.083 2.653 0.01
C 0.010 -0.987 3.430 -0.12
C 0.712 -1.629 4.462 -0.04
C 2.016 -1.297 4.696 0.01
C 2.636 -0.309 3.898 -0.10
H 8.303 3.642 5.614 0.10
H 7.848 1.204 5.446 0.12
H 3.725 1.910 6.313 0.12
H 4.184 4.332 6.538 0.10
H 5.523 1.375 3.327 0.11
H 4.178 2.363 1.526 0.11
H -1.026 -1.221 3.234 0.09
H 0.209 -2.380 5.055 0.11
H 2.589 -1.776 5.479 0.11
C 1.595 4.046 -1.384 -0.14
C 0.304 4.475 -0.691 -0.55
C 0.581 5.025 0.706 -0.14
Sb -1.046 2.811 -0.541 1.57
C -1.439 2.298 -2.601 -0.55
C -0.419 1.263 -3.071 -0.16
C -1.498 3.494 -3.546 -0.14
C -2.899 3.736 0.071 -0.55
C -3.011 3.719 1.594 -0.16
C -3.087 5.147 -0.476 -0.14
H 2.288 4.892 -1.430 0.08
H 1.421 3.711 -2.408 0.05
H 2.079 3.240 -0.832 0.06
H -0.208 5.229 -1.295 0.08
H 1.021 4.254 1.340 0.06
H -0.325 5.397 1.189 0.05
H 1.287 5.859 0.644 0.08
H -2.427 1.827 -2.561 0.07
H 0.579 1.699 -3.148 0.07
H -0.689 0.882 -4.060 0.08
H -0.347 0.418 -2.384 0.04
H -0.555 4.044 -3.554 0.06
H -2.290 4.194 -3.281 0.05
H -1.686 3.157 -4.569 0.08
H -3.670 3.083 -0.353 0.08
H -2.272 4.382 2.048 0.07
H -2.845 2.725 2.011 0.04
H -4.000 4.067 1.905 0.08
H -2.308 5.820 -0.109 0.07
H -4.047 5.555 -0.145 0.08
H -3.072 5.183 -1.564 0.05
C -1.067 -2.068 0.084 -0.07
C -2.292 -1.173 0.259 -0.67
C -3.005 -1.011 -1.094 -0.05
C -3.279 -1.806 1.252 -0.05
C -1.950 0.217 0.743 -0.24
H -1.361 -3.043 -0.311 0.09
H -0.550 -2.226 1.031 0.06
H -0.356 -1.612 -0.608 0.07
H -3.321 -1.989 -1.465 0.09
H -2.339 -0.568 -1.835 0.06
H -3.891 -0.380 -1.000 0.09
H -3.611 -2.776 0.878 0.09
H -4.160 -1.176 1.390 0.08
H -2.820 -1.968 2.228 0.07
H -2.891 0.788 0.831 0.04
```